Here is a structure of composition C52H57NOP3Pt at a distorted geometry from the Open Molecules 2025 dataset. Energies are from the ωB97M-V functional and the def2-TZVPD basis.

```
115
Properties=species:S:1:pos:R:3:mulliken_charge:R:1
Pt 0.303 0.813 0.136 2.697
P 0.399 0.076 2.274 1.001
P -0.487 2.748 -1.163 1.168
P 2.475 0.286 -0.107 0.693
O -2.750 -0.166 -0.938 0.534
N 3.068 -0.122 2.557 1.084
C -1.619 3.284 3.737 -0.788
C -0.425 -3.192 4.514 -0.882
C -3.085 -1.846 -2.571 0.011
C 3.912 -0.964 3.348 0.288
C 2.679 -1.396 -0.697 0.837
C -0.285 -1.884 4.087 -0.489
C 0.085 2.550 -3.858 -0.591
C -0.818 -0.952 -3.220 -1.561
C -1.512 2.062 -5.588 -0.661
C -0.655 2.476 3.159 -0.649
C -0.930 2.508 -2.901 0.340
C 4.154 -2.739 4.956 -0.872
C 3.282 1.384 -1.282 1.275
C 3.343 -1.914 4.190 0.134
C 4.770 3.201 -2.777 -0.777
C 4.950 1.837 -2.958 -0.711
C -5.673 1.704 -0.961 -1.369
C 0.090 -1.620 2.764 0.777
C 2.664 -2.945 -2.543 -1.194
C -0.189 -4.242 3.630 -0.842
C -5.392 -2.235 -3.102 -0.672
C -5.619 0.303 -0.313 0.427
C -4.021 -2.486 -3.316 -0.924
C 3.868 3.661 -1.823 -0.755
C 1.946 0.563 3.140 -1.307
C 3.314 -3.690 -0.346 -0.670
C -2.526 2.019 -4.640 -0.746
C 5.535 -2.643 4.873 -0.640
C -5.891 -1.365 -2.115 -0.899
C 3.092 -3.958 -1.691 -0.856
C -3.557 -0.829 -1.542 0.370
C 3.133 2.755 -1.080 -0.621
C 3.565 0.488 1.367 -1.727
C 0.311 -2.671 1.882 0.386
C 0.179 -3.982 2.319 -0.787
C -5.053 -0.658 -1.311 0.128
C -2.036 3.169 -0.295 -1.387
C 4.220 0.926 -2.209 -0.917
C -2.854 2.749 4.086 -0.765
C -0.917 1.116 2.935 0.552
C -1.060 -2.723 -1.409 -1.399
C -4.948 0.334 1.061 -1.213
C -1.633 -2.151 -2.717 0.157
C 2.453 -1.669 -2.048 -0.905
C 6.100 -1.701 4.030 -0.768
C 3.108 -2.414 0.156 -0.801
C 0.368 4.350 -1.161 -1.487
C -0.207 2.326 -5.195 -0.773
C -2.235 2.232 -3.300 -0.173
C -2.171 0.594 3.259 -1.006
C 5.298 -0.853 3.277 -0.297
C -3.128 1.409 3.843 -0.700
H 5.769 -0.089 2.672 0.497
H -1.404 4.326 3.932 0.508
H 0.365 -4.800 1.635 0.548
H -4.087 0.993 4.126 0.568
H -0.448 -1.073 4.788 0.499
H -4.671 2.098 -1.130 0.225
H -6.215 1.693 -1.906 0.394
H 1.835 0.332 4.200 0.562
H -1.775 3.729 0.605 0.497
H 3.666 -4.472 0.314 0.579
H 4.402 -0.131 -2.345 0.418
H -2.659 3.798 -0.932 0.639
H -3.875 0.499 1.000 -0.259
H -5.130 -0.592 1.610 0.466
H -3.598 3.377 4.557 0.466
H -1.579 -2.926 -3.483 0.984
H -6.191 2.378 -0.279 0.452
H -2.592 2.283 0.010 0.000
H 6.164 -3.291 5.466 0.428
H -0.605 -0.250 -2.412 0.138
H 3.298 -2.225 1.205 0.018
H -1.328 -0.413 -4.019 0.361
H 5.349 3.905 -3.359 0.452
H -2.384 -0.455 3.093 0.573
H 3.700 -3.470 5.612 0.443
H 0.122 -1.325 -3.618 0.619
H 0.305 2.905 2.899 0.229
H 2.469 3.110 -0.304 0.703
H 3.269 -4.952 -2.081 0.432
H 3.758 4.724 -1.649 0.503
H 3.770 1.564 1.465 0.422
H -6.653 -0.019 -0.171 0.714
H -1.667 -3.539 -1.016 0.440
H 4.490 0.012 1.040 0.661
H -6.109 -2.763 -3.723 0.468
H 1.151 4.375 -1.911 0.307
H -0.295 -5.263 3.971 0.475
H -5.379 1.151 1.637 0.507
H 2.514 -3.147 -3.596 0.500
H -3.729 -3.201 -4.074 0.581
H 2.147 -0.876 -2.718 1.054
H -3.548 1.844 -4.950 0.476
H 2.065 1.650 3.055 0.525
H -3.039 2.222 -2.574 0.208
H 2.270 -2.026 4.241 0.255
H 7.176 -1.601 3.972 0.431
H 5.674 1.478 -3.677 0.503
H -0.709 -3.397 5.537 0.511
H 0.790 4.573 -0.182 0.412
H -0.058 -3.109 -1.597 0.438
H -6.964 -1.268 -2.002 0.556
H -1.741 1.908 -6.634 0.419
H -0.992 -1.937 -0.655 0.053
H 0.583 2.375 -5.933 0.487
H 1.110 2.757 -3.568 0.220
H -0.376 5.109 -1.406 0.559
H 0.601 -2.470 0.861 -0.397
```

The spin multiplicity is 1. Its HOMO-LUMO gap is 3.6 eV. The LUMO energy comes out at -0.399 Eh. The net charge is +3. The calculation puts the HOMO energy at -14.465 eV.


Here is a structure of composition C52H58N6P3S6Sr from the Open Molecules 2025 dataset. Energies are from the ωB97M-V functional and the def2-TZVPD basis.

```
126
Properties=species:S:1:pos:R:3:mulliken_charge:R:1
Sr 0.003 -0.670 0.670 0.999
S 0.591 -1.530 6.516 -0.110
S -1.195 -4.150 -0.375 -0.402
S -1.015 -3.406 8.175 -0.202
S -1.790 -1.151 2.891 -0.140
S -1.902 -2.550 5.467 -0.060
S 1.194 0.142 4.091 0.287
P 0.393 0.332 -2.698 1.766
P 2.817 -1.262 -0.976 1.367
P 0.707 2.863 1.251 1.656
N -3.946 -3.053 -0.565 -0.001
N 1.055 -2.785 1.887 -0.188
N -2.352 0.129 -0.227 0.793
N 2.414 0.842 -4.436 -0.424
N 4.197 -0.972 -3.288 -0.123
N -1.673 -2.517 -0.225 1.166
C 1.360 4.193 -1.115 -0.609
C 2.643 4.881 1.767 -0.778
C -1.041 -1.442 4.427 0.013
C 4.223 -0.403 -0.089 2.023
C 0.366 3.985 -0.153 0.469
C 5.629 -0.860 -0.478 -1.610
C -0.102 -0.791 -5.299 -1.922
C -0.153 1.884 -3.476 -1.455
C 3.067 -0.663 -2.701 -0.953
C -4.878 0.911 0.573 -1.266
C 5.698 -0.681 -5.136 -0.591
C -3.909 1.856 0.295 -0.816
C -1.491 2.499 2.896 0.203
C 3.168 2.667 2.523 -0.353
C -3.303 -0.783 -0.018 0.563
C 2.121 0.212 -3.324 0.042
C -0.493 3.392 2.522 0.864
C -3.752 -4.235 -1.316 -0.056
C -1.123 5.377 -1.453 -0.767
C 2.291 3.533 1.876 0.784
C -0.445 4.650 3.129 -0.533
C -4.800 -4.783 -2.038 -0.752
C -2.651 1.414 -0.094 -0.905
C -2.281 -5.941 -2.146 -0.658
C -4.578 -0.434 0.407 -0.627
C -3.336 -6.509 -2.847 -0.722
C 4.357 3.132 3.070 -1.343
C 3.833 5.346 2.303 -0.860
C 6.017 -0.026 -6.290 -0.584
C 4.062 1.097 -0.363 -2.414
C 4.491 -0.373 -4.471 0.182
C 1.039 1.616 5.130 -0.769
C -0.878 4.584 -0.337 -0.517
C -2.912 -2.201 -0.274 -0.944
C -1.382 5.001 4.087 -0.790
C -0.792 -2.537 6.812 0.123
C -4.594 -5.932 -2.790 -0.606
C -2.379 4.101 4.450 -0.726
C 3.977 1.266 -6.207 -0.471
C 5.154 0.957 -6.826 -0.551
C 3.360 -2.998 -1.110 -1.904
C 0.186 -2.344 -3.374 -1.299
C 4.009 -0.690 1.402 -1.749
C -1.885 -0.953 -3.581 -2.059
C -2.495 -4.820 -1.359 0.887
C -0.371 -0.986 -3.807 1.855
C 1.120 5.000 -2.214 -0.649
C 3.617 0.594 -5.018 0.255
C -2.432 2.851 3.857 -0.905
C 0.120 -0.961 4.924 -0.412
C 4.691 4.473 2.959 -0.829
C -0.126 5.592 -2.389 -0.621
H 6.358 -0.249 0.062 0.506
H -2.359 -1.736 -4.182 0.553
H 1.183 -3.692 1.449 0.100
H -4.100 2.916 0.398 0.607
H 1.907 5.167 -2.941 0.411
H 5.022 2.443 3.579 0.503
H 5.804 -1.902 -0.201 0.379
H -0.357 -3.145 -3.886 0.589
H 1.746 2.354 4.753 0.072
H 1.742 -2.722 2.634 0.144
H 0.964 -0.771 -5.531 0.316
H 0.144 -2.820 2.354 0.243
H -0.551 0.129 -5.677 0.347
H 1.987 5.571 1.251 0.490
H -1.655 4.457 0.409 0.447
H 0.026 2.015 5.081 0.118
H 3.024 -0.369 1.752 0.031
H 0.024 1.913 -4.547 0.561
H 4.093 6.394 2.210 0.437
H 5.813 -0.755 -1.546 0.206
H -1.859 2.125 -0.306 0.724
H -2.094 5.843 -1.576 0.449
H 0.069 -2.510 -2.302 -0.146
H 1.244 -2.451 -3.630 0.306
H 4.314 1.340 -1.398 0.382
H -5.317 -1.185 0.654 0.714
H -1.218 2.018 -3.272 0.431
H -1.524 1.497 2.487 0.253
H 2.926 1.613 2.602 0.609
H -3.188 2.130 4.147 0.502
H 2.337 3.736 -0.991 0.286
H -5.859 1.209 0.920 0.420
H 4.759 -0.157 1.996 0.511
H 0.334 5.351 2.857 0.341
H 3.037 1.435 -0.170 0.285
H -5.420 -6.369 -3.336 0.399
H 4.113 -1.756 1.624 0.411
H -3.105 4.377 5.205 0.392
H -4.840 -2.619 -0.707 0.180
H -0.313 6.222 -3.250 0.396
H 0.375 2.716 -3.012 -0.024
H 3.533 -3.392 -0.106 0.422
H 5.620 4.838 3.379 0.421
H 3.290 2.005 -6.602 0.479
H 6.347 -1.431 -4.698 0.478
H -1.292 -6.383 -2.195 0.439
H -2.122 -1.128 -2.539 0.384
H -5.780 -4.317 -2.003 0.416
H -0.549 -1.624 -5.850 0.541
H 4.724 1.674 0.290 0.788
H -1.335 5.975 4.558 0.418
H 4.273 -3.092 -1.695 0.462
H 5.437 1.462 -7.741 0.418
H 6.942 -0.252 -6.805 0.410
H 1.300 1.368 6.156 0.641
H -3.171 -7.401 -3.437 0.406
H 2.572 -3.592 -1.576 0.360
H -2.319 0.004 -3.882 0.364
```

The spin multiplicity is 1. Its HOMO-LUMO gap is 6.3 eV. The LUMO energy comes out at -0.101 Eh. The net charge is +1. The calculation puts the HOMO energy at -9.065 eV.